No. 1
ORCA calculation (ωB97M-V/def2-TZVPD) on a structure of composition C16H32Li6O12P2 at a distorted geometry.

Structure (XYZ):
```
68
Properties=species:S:1:pos:R:3:forces:R:3
Li -0.658 -2.385 2.580 0.573 0.792 -0.545
Li 2.605 -0.282 -0.225 1.013 1.239 0.238
Li 2.155 -1.005 4.092 1.073 0.947 -0.849
Li 3.439 -1.783 1.609 0.336 0.769 0.659
Li 1.784 0.827 2.011 -0.055 0.618 0.383
Li 0.892 -3.602 0.281 0.207 0.033 -0.918
P 0.801 -1.274 0.862 1.610 1.085 1.344
O 2.060 -1.981 0.230 -0.689 -1.336 -0.126
O -0.405 -2.227 0.650 -0.159 -0.154 0.440
O 0.878 0.175 0.420 -1.248 -0.605 -1.293
O 1.079 -1.195 2.392 -1.679 -1.654 0.948
P 3.988 0.308 2.926 1.484 0.425 2.792
O 5.214 1.002 3.432 -0.224 -0.146 -1.374
O 2.714 0.862 3.615 -1.580 -0.040 0.585
O 4.000 -1.214 3.349 -0.846 -1.334 -0.585
O 3.571 0.290 1.422 0.014 -0.686 -1.859
C -1.202 -5.618 -2.735 0.173 0.083 0.454
C -0.694 -6.770 -1.870 0.231 -0.873 0.258
C 0.677 -6.260 -1.450 -0.198 0.241 0.239
O 0.431 -4.869 -1.171 0.182 0.170 0.388
C -0.550 -4.377 -2.102 0.115 0.163 -0.644
H -2.282 -5.505 -2.735 -0.034 -0.211 -0.227
H -0.812 -5.785 -3.737 -0.271 0.195 -0.154
H -0.633 -7.718 -2.410 0.120 0.179 -0.192
H -1.291 -7.022 -0.991 -0.152 0.506 0.022
H 1.414 -6.383 -2.249 -0.011 0.208 -0.065
H 1.100 -6.668 -0.534 -0.140 -0.266 -0.043
H -0.036 -3.764 -2.847 -0.028 -0.049 0.002
H -1.257 -3.725 -1.591 0.060 -0.139 0.273
C -1.382 3.172 4.012 0.087 -0.302 -0.146
C -2.194 2.629 2.822 0.046 -0.203 -0.336
C -1.170 1.777 2.037 -0.431 -0.473 0.458
O 0.097 2.107 2.562 0.476 0.184 -0.539
C -0.077 2.372 3.942 -0.320 -0.122 0.287
H -1.911 3.004 4.949 0.092 0.242 0.095
H -1.154 4.227 3.876 -0.129 0.061 0.133
H -2.611 3.414 2.194 0.055 0.090 0.080
H -3.027 2.004 3.147 -0.011 0.037 0.032
H -1.198 1.888 0.956 0.259 0.276 0.005
H -1.345 0.703 2.224 -0.081 0.055 0.026
H 0.789 2.895 4.337 0.146 -0.051 -0.209
H -0.153 1.413 4.475 -0.068 0.057 0.044
C 0.701 4.551 -0.891 -0.485 -1.025 -0.219
C 1.958 5.392 -0.867 0.230 0.143 0.233
C 2.970 4.379 -1.369 0.189 0.065 -0.541
O 2.646 3.198 -0.666 -0.001 -0.399 -0.168
C 1.223 3.146 -0.489 0.266 0.872 0.609
H 0.300 4.474 -1.906 0.042 0.268 -0.017
H -0.124 4.844 -0.241 0.150 0.257 0.063
H 2.259 5.636 0.155 -0.203 0.074 0.021
H 1.890 6.321 -1.432 0.038 -0.072 -0.152
H 4.009 4.653 -1.187 -0.037 -0.121 0.288
H 2.891 4.201 -2.455 -0.178 0.145 0.041
H 1.056 2.985 0.580 -0.074 -0.189 -0.157
H 0.778 2.327 -1.053 0.055 0.016 -0.104
C -3.080 0.501 -1.617 0.267 0.694 0.713
C -3.841 -0.178 -2.757 -0.199 0.082 0.389
C -2.764 -0.487 -3.800 0.452 0.177 0.226
O -1.554 0.119 -3.347 -0.019 0.204 -0.121
C -1.599 0.257 -1.930 -0.596 -0.189 -0.230
H -3.376 0.202 -0.607 0.110 -0.504 -0.174
H -3.264 1.580 -1.574 0.016 -0.031 -0.469
H -4.611 0.503 -3.117 -0.048 -0.171 -0.216
H -4.323 -1.089 -2.402 -0.062 -0.004 -0.113
H -2.972 -0.058 -4.778 -0.073 -0.159 -0.081
H -2.597 -1.566 -3.888 -0.143 -0.055 -0.128
H -0.985 1.111 -1.662 0.222 -0.182 0.104
H -1.232 -0.660 -1.458 0.082 0.096 0.121
```
Positions in Å, forces in eV/Å.

The energy above the lowest of the compared OMol25 structures with the same formula, charge and spin is 51.71 kcal/mol. For the lowest unoccupied orbital energy, the calculation gives -1.66 eV. As for the gap between HOMO and LUMO: 4.716 eV. The total charge is 0. The max |F| is 3.19 eV Å⁻¹.

=====

No. 2
ORCA calculation (ωB97M-V/def2-TZVPD) on a cluster of 5 separate species, C16H32O11S2 in total at a distorted geometry.

Structure (XYZ):
```
61
Properties=species:S:1:pos:R:3:forces:R:3
C -4.941 3.375 4.553 -1.404 -1.188 -1.866
C -3.603 3.416 5.166 1.589 0.435 0.476
O -3.909 3.946 6.437 0.749 1.397 2.997
S -4.852 5.267 6.216 0.278 -1.399 -2.863
O -4.115 6.241 5.384 -1.804 -2.103 2.127
O -5.672 5.622 7.328 1.305 -0.200 -0.581
O -5.792 4.242 5.307 -0.075 1.641 -0.895
H -5.357 2.367 4.539 -0.272 -0.127 1.252
H -4.948 3.442 3.465 0.080 1.557 -0.145
H -2.834 4.102 4.812 -0.301 -0.095 -1.033
H -3.147 2.427 5.226 -0.137 0.077 0.513
C 2.874 1.819 0.344 1.360 -0.785 -0.220
C 2.904 1.029 -0.964 -1.406 0.587 1.256
O 1.787 0.098 -0.694 -0.522 -0.258 -0.055
S 0.478 0.909 -0.024 3.305 -1.919 0.717
O -0.008 0.171 1.137 0.959 1.573 -2.083
O -0.411 1.253 -1.082 0.420 0.611 0.802
O 1.523 2.108 0.427 -3.759 1.168 0.591
H 3.476 2.728 0.354 -0.421 0.270 -0.403
H 3.177 1.290 1.248 0.101 -0.569 -0.197
H 3.858 0.579 -1.237 -0.549 -0.542 0.079
H 2.514 1.729 -1.702 0.507 -0.135 -0.478
C 0.405 -7.119 2.229 -0.192 -1.118 0.849
C 0.830 -5.727 1.925 -0.773 -0.528 -0.778
C 0.150 -5.610 0.517 0.148 0.214 -0.519
O -0.282 -6.954 0.021 0.590 2.523 0.413
C 0.429 -7.774 0.866 -0.505 -1.694 0.996
H -0.594 -7.073 2.663 -0.224 -0.587 -0.219
H 1.037 -7.739 2.865 0.150 0.432 0.472
H 1.915 -5.834 1.918 0.090 1.162 -0.417
H 0.416 -4.952 2.571 0.500 -0.101 0.191
H 0.924 -5.139 -0.089 -0.367 -0.228 -0.847
H -0.768 -5.022 0.491 0.250 0.193 0.215
H 1.432 -7.934 0.468 0.442 -0.035 0.258
H -0.051 -8.742 1.002 -0.106 -0.223 -0.617
C -2.451 7.725 -0.500 0.888 0.852 0.653
C -3.326 6.881 -1.261 -4.308 -1.738 -0.925
C -4.441 7.870 -1.893 1.654 1.375 -0.202
O -3.949 9.197 -1.547 0.032 -1.041 1.414
C -3.305 8.942 -0.293 1.980 2.204 -0.974
H -1.607 7.810 -1.185 0.667 1.059 0.900
H -2.250 7.383 0.515 0.758 -0.510 -0.322
H -3.939 6.351 -0.532 0.046 -0.874 -0.263
H -2.838 6.191 -1.949 -0.307 0.091 -0.050
H -5.415 7.844 -1.403 -0.102 -0.873 -0.223
H -4.502 7.969 -2.977 -0.291 -0.849 0.003
H -3.912 8.857 0.608 -0.685 -0.149 -0.274
H -2.609 9.768 -0.142 -0.334 0.450 0.270
C 4.757 -5.667 -3.736 -0.590 -1.478 2.436
C 4.744 -4.725 -4.885 1.401 -0.653 -0.184
C 5.113 -5.678 -6.030 -3.475 0.826 -1.099
O 5.607 -6.864 -5.540 2.264 -0.774 -0.781
C 5.576 -6.898 -4.163 0.170 0.336 1.220
H 3.793 -6.026 -3.378 -0.452 0.194 -0.529
H 5.163 -5.233 -2.822 0.294 0.127 -0.065
H 5.638 -4.114 -4.758 -0.488 0.875 0.010
H 3.786 -4.212 -4.964 0.440 0.255 -0.366
H 5.610 -5.145 -6.840 0.799 -0.550 0.117
H 4.167 -6.052 -6.422 -0.475 0.711 -0.848
H 6.563 -6.837 -3.705 0.457 -0.012 -0.221
H 5.182 -7.876 -3.885 -0.351 0.142 0.315
```
Positions in Å, forces in eV/Å.

The energy above the lowest of the compared OMol25 structures with the same formula, charge and spin is 98.97 kcal/mol. For the lowest unoccupied orbital energy, the calculation gives 0.12 eV. As for the gap between HOMO and LUMO: 9.445 eV. The total charge is 0. The max |F| is 4.74 eV Å⁻¹.

=====

No. 3
ORCA calculation (ωB97M-V/def2-TZVPD) on a structure of composition C16H32O2P2Pt at a distorted geometry.

Structure (XYZ):
```
53
Properties=species:S:1:pos:R:3:forces:R:3
P 0.475 -2.760 0.650 0.285 -0.766 0.809
P -0.124 2.654 1.823 0.628 -1.221 -0.850
C 0.399 0.556 0.142 1.132 1.536 -2.218
C 0.812 1.974 0.455 0.344 -0.552 -0.173
H -0.615 0.432 -0.362 0.734 -0.059 0.547
H 1.221 0.095 -0.440 -0.444 0.100 -0.198
H 1.912 1.905 0.660 -1.051 0.357 0.167
H 0.709 2.730 -0.344 -0.069 -0.162 0.215
C -1.803 3.073 1.308 -0.495 1.124 0.169
H -2.078 4.043 1.738 -0.054 -0.111 -0.065
H -2.539 2.340 1.670 0.511 0.071 0.086
H -1.984 3.163 0.232 0.519 0.069 0.067
C 1.177 3.810 2.344 -0.139 0.635 0.853
H 1.086 4.788 1.835 -0.346 -0.317 0.354
H 2.164 3.416 2.034 -0.740 -0.087 0.342
H 1.146 3.926 3.434 0.145 0.377 -0.245
C -1.068 -3.783 0.606 1.001 -0.764 -0.084
H -1.097 -4.511 1.434 -0.121 0.127 -0.478
H -1.024 -4.263 -0.385 -0.623 -0.271 0.533
H -1.911 -3.067 0.694 0.603 -0.450 -0.097
C 2.283 -3.268 0.769 -0.695 -0.823 -0.286
H 2.914 -2.364 0.917 -0.700 -0.470 -0.081
H 2.500 -3.728 -0.217 0.336 0.060 0.711
H 2.466 -3.993 1.586 -0.056 0.371 -0.502
Pt -0.103 -0.812 1.462 -1.028 -0.946 3.029
C 0.449 1.266 -2.265 1.558 0.731 -0.842
C -0.881 1.235 -1.952 -1.343 1.072 -1.452
C -1.875 0.478 -2.759 -0.345 -0.733 0.575
C -1.430 -0.983 -3.044 -0.342 0.058 -0.615
C -0.659 -1.624 -1.912 0.722 -1.038 -1.046
C 0.687 -1.652 -1.870 -0.630 -1.171 -1.606
C 1.567 -0.962 -2.869 0.513 0.267 -0.217
C 1.144 0.482 -3.300 0.727 0.269 -0.710
C 0.140 -1.515 3.469 0.650 -0.152 0.889
H 1.136 2.013 -1.857 -0.723 -0.254 0.055
H -1.331 1.974 -1.286 0.523 -0.074 -0.155
H -2.066 0.972 -3.730 0.164 0.145 0.392
H -2.829 0.485 -2.208 0.232 0.014 -0.283
H -2.347 -1.572 -3.231 0.372 0.248 0.203
H -0.896 -1.017 -4.020 -0.096 -0.083 0.845
H -1.239 -2.326 -1.313 0.193 0.468 0.101
H 1.236 -2.445 -1.306 -0.622 1.058 -0.460
H 1.654 -1.519 -3.820 -0.109 -0.107 0.529
H 2.587 -0.946 -2.448 -0.306 0.244 -0.251
H 2.072 1.049 -3.520 -0.491 -0.473 -0.046
H 0.576 0.464 -4.249 0.045 -0.127 0.541
H 0.761 -0.824 4.073 -0.187 -0.284 -0.343
H 0.606 -2.519 3.500 -0.278 0.584 0.029
H -0.861 -1.530 3.936 0.180 -0.130 -0.430
O -2.333 0.461 3.400 1.444 1.560 0.728
C -1.388 1.177 3.581 -0.724 -0.888 -0.172
O -0.397 1.220 2.550 0.033 1.487 0.862
H -1.000 1.800 4.406 -0.839 -0.521 0.274
```
Positions in Å, forces in eV/Å.

The energy above the lowest of the compared OMol25 structures with the same formula, charge and spin is 20.79 kcal/mol. The multiplicity is 5. For the lowest unoccupied orbital energy (alpha / beta), the calculation gives -6.19 / -9.72 eV. As for the gap between HOMO and LUMO (alpha / beta): 4.921 / 5.380 eV. The total charge is +2. The max |F| is 3.34 eV Å⁻¹.

=====

No. 4
ORCA calculation (ωB97M-V/def2-TZVPD) on a cluster of 4 separate species, C16H32O4 in total at a distorted geometry.

Structure (XYZ):
```
52
Properties=species:S:1:pos:R:3:forces:R:3
C -5.133 -27.663 2.076 2.630 0.151 -2.061
C -6.396 -28.306 2.539 1.313 -1.002 2.509
C -7.421 -28.022 1.543 0.397 1.821 -0.747
O -6.956 -26.710 1.065 -1.559 0.220 -0.713
C -5.530 -26.585 1.058 -1.136 -0.252 0.269
H -4.547 -28.361 1.479 -0.024 -0.502 0.008
H -4.360 -27.307 2.758 -0.654 0.059 0.692
H -6.645 -27.856 3.500 -0.367 -0.071 0.056
H -6.228 -29.368 2.719 -0.119 -0.080 0.066
H -8.380 -27.928 2.054 -0.172 0.363 -0.536
H -7.496 -28.756 0.740 0.109 0.077 -0.213
H -5.230 -25.554 1.248 -0.442 0.105 0.863
H -5.140 -26.682 0.045 0.027 -0.888 -0.195
C -12.055 -32.959 -2.147 1.970 -1.794 -0.167
C -13.018 -32.057 -1.597 -2.310 2.257 0.863
C -14.278 -32.942 -1.442 -0.254 1.019 -0.121
O -13.918 -34.313 -1.687 0.421 0.915 0.237
C -12.510 -34.310 -1.595 1.639 -0.065 -0.717
H -11.068 -32.697 -1.764 0.345 -0.268 -0.587
H -12.113 -33.012 -3.234 0.294 0.214 -0.025
H -13.153 -31.176 -2.224 -0.508 -0.150 -0.406
H -12.782 -31.552 -0.660 0.461 -0.650 0.383
H -14.982 -32.560 -2.181 -0.474 -0.692 0.077
H -14.668 -32.803 -0.434 -0.289 -0.298 -0.026
H -12.019 -35.086 -2.182 -0.652 -0.424 -0.139
H -12.069 -34.420 -0.604 -0.642 -0.062 0.629
C -4.555 -31.621 -5.256 1.068 0.583 -0.430
C -4.706 -32.873 -4.539 -0.817 -3.167 2.376
C -3.314 -33.496 -4.541 0.698 0.674 0.032
O -2.452 -32.384 -4.503 0.562 2.887 0.392
C -3.177 -31.127 -4.741 -0.711 -1.296 -1.980
H -5.338 -30.878 -5.110 -0.058 -0.226 -0.421
H -4.403 -32.023 -6.258 -0.293 1.150 -0.687
H -5.391 -33.627 -4.926 -0.337 0.320 -0.405
H -5.025 -32.743 -3.505 0.072 0.180 0.249
H -3.046 -34.042 -5.445 -0.486 -0.263 -0.285
H -2.965 -34.091 -3.696 -0.838 -0.353 0.168
H -2.750 -30.627 -5.611 0.648 0.127 0.299
H -3.301 -30.381 -3.956 0.490 -0.613 0.691
C -9.828 -18.380 -0.038 1.327 1.409 -0.599
C -8.532 -18.396 0.740 1.456 -0.172 0.202
C -8.773 -19.491 1.785 -1.672 0.490 -2.163
O -10.175 -19.303 2.057 -0.631 -0.662 1.057
C -10.823 -18.551 1.016 -0.318 -0.462 1.308
H -9.833 -19.180 -0.779 -0.153 0.019 0.017
H -10.058 -17.420 -0.500 0.425 -0.056 -0.524
H -8.304 -17.464 1.258 -0.212 0.219 -0.149
H -7.670 -18.649 0.122 0.083 0.122 -0.069
H -8.129 -19.453 2.664 -0.406 -0.134 0.006
H -8.782 -20.423 1.220 0.941 -0.537 0.488
H -11.116 -17.649 1.554 -0.273 0.374 -0.643
H -11.664 -18.994 0.483 -0.569 -0.610 1.070
```
Positions in Å, forces in eV/Å.

The energy above the lowest of the compared OMol25 structures with the same formula, charge and spin is 57.10 kcal/mol. For the lowest unoccupied orbital energy, the calculation gives 0.52 eV. As for the gap between HOMO and LUMO: 9.874 eV. The total charge is 0. The max |F| is 4.04 eV Å⁻¹.